Record 1
This record from the OMol25 dataset describes a molecular structure, C34H39AsN4OPtTe. The level of theory is ωB97M-V with the def2-TZVPD basis set.

Calculated values
Charge: +2
LUMO energy: -5.25 eV

Element x y z (Å)
Pt -0.3770 0.6749 -0.9307
C 2.9799 -4.2286 -0.5382
C 2.7454 -3.6688 0.7092
C 1.6243 -2.8755 0.9206
C 0.7454 -2.6483 -0.1318
C 0.9801 -3.2027 -1.3879
C 2.0965 -4.0000 -1.5867
As -0.7629 -1.4815 0.0993
C -2.3932 -2.3502 -0.3926
C -2.8394 -2.7032 -1.6552
C -4.0860 -3.3022 -1.7829
C -4.8671 -3.5249 -0.6554
C -4.4197 -3.1563 0.6062
C -3.1710 -2.5644 0.7510
C -2.5684 -2.1178 2.0305
C -3.1534 -2.2409 3.2833
C -2.4821 -1.7771 4.4071
C -1.2293 -1.1889 4.2957
C -0.6289 -1.0514 3.0496
C -1.3063 -1.5176 1.9333
H 3.8462 -4.8581 -0.6928
H 3.4257 -3.8619 1.5287
H 1.4411 -2.4526 1.9014
H 0.2902 -3.0304 -2.2066
H 2.2735 -4.4512 -2.5539
H -2.2341 -2.5221 -2.5354
H -4.4458 -3.5999 -2.7585
H -5.8355 -3.9957 -0.7602
H -5.0435 -3.3433 1.4705
H -4.1244 -2.7054 3.3952
H -2.9403 -1.8827 5.3813
H -0.7102 -0.8414 5.1786
H 0.3589 -0.6097 2.9841
C 1.4068 3.8659 -0.6631
Te 0.0666 3.0053 -2.0651
C -1.6390 4.0847 -1.4156
H 1.5346 4.9158 -0.9125
H 2.3606 3.3511 -0.7525
H 1.0026 3.7529 0.3386
H -1.7628 3.9483 -0.3446
H -2.5016 3.7022 -1.9554
H -1.4882 5.1333 -1.6572
C 7.0088 0.6393 2.4589
C 5.7069 1.4223 2.5115
N 4.6512 0.7285 3.2483
C 4.8243 0.5947 4.7045
C 5.1504 -0.8291 5.1243
C 3.4954 0.3022 2.7294
O 2.5526 -0.1092 3.4035
C 3.2846 0.2812 1.2328
C 4.1642 -0.2508 0.3022
C 3.7443 -0.4162 -1.0100
C 2.4568 -0.0658 -1.3538
N 1.6022 0.4494 -0.4512
C 2.0120 0.6236 0.8081
H 7.7571 1.1997 1.8991
H 6.8780 -0.3345 1.9841
H 7.4058 0.4692 3.4596
H 5.3460 1.6529 1.5103
H 5.8746 2.3831 3.0041
H 3.9072 0.9291 5.1884
H 5.6232 1.2789 4.9876
H 4.3517 -1.5058 4.8231
H 5.2422 -0.8803 6.2088
H 6.0889 -1.1720 4.6878
H 5.1573 -0.5633 0.5986
H 4.3981 -0.8408 -1.7581
H 2.0754 -0.2089 -2.3550
H 1.2856 1.0037 1.5138
C -3.4120 1.1196 0.8074
C -3.3992 0.9266 -0.6647
N -2.3388 0.7936 -1.4481
C -2.7890 0.6449 -2.7504
C -4.1412 0.6971 -2.7453
N -4.5029 0.8689 -1.4313
H -2.3969 1.2627 1.1730
H -3.8346 0.2480 1.3099
H -4.0088 1.9917 1.0763
H -2.1134 0.5040 -3.5756
H -4.8612 0.6229 -3.5404
H -5.4465 0.9410 -1.0849


Record 2
This record from the OMol25 dataset describes a molecular structure, C28H25BrIMgN2OS at a distorted geometry. The level of theory is ωB97M-V with the def2-TZVPD basis set.

Calculated values
Expectation value of S²: 0.7588
Charge: 0
Multiplicity: 2
LUMO energy (spin up / spin down): -1.01 / -1.00 eV

Element x y z (Å)
Mg 7.9214 10.7935 10.3839
C 8.6439 15.4557 14.3880
C 9.4881 14.3914 15.1489
C 10.8568 14.4212 14.4266
C 9.6383 14.8469 16.6111
C 8.7856 13.0576 14.9989
C 8.3681 12.3196 16.1542
C 7.7090 11.1051 16.0362
C 7.3684 10.6584 14.7963
S 6.6429 9.1657 14.4695
C 6.8212 9.5541 12.7442
N 7.5021 10.6771 12.4490
C 7.8114 11.3474 13.6105
C 8.4198 12.6005 13.7491
C 6.4215 8.6147 11.7026
C 5.6779 7.4618 11.9385
C 5.3995 6.6198 10.8743
C 5.7463 6.9527 9.5745
C 6.4228 8.1709 9.3454
C 6.8321 8.9429 10.3980
H 9.1604 16.4115 14.5705
H 7.6086 15.5012 14.8171
H 8.5586 15.2462 13.2962
H 11.3027 15.4284 14.4603
H 10.8098 14.1345 13.3582
H 11.6160 13.7862 14.8984
H 10.0850 15.8250 16.5949
H 10.2303 14.1394 17.2252
H 8.6860 14.9621 17.1144
H 8.4848 12.7507 17.1529
H 7.4352 10.5056 16.8935
H 8.6312 13.1702 12.8196
H 5.3390 7.2139 12.9486
H 4.8878 5.6793 11.1020
H 5.5247 6.2968 8.7368
H 6.6633 8.5061 8.3336
O 9.8474 10.9018 10.3922
N 10.4539 9.7736 10.9166
C 10.4571 8.5977 10.1983
C 11.3536 7.5931 10.6127
C 12.1416 7.7817 11.7585
C 12.0887 8.9730 12.4860
C 11.1930 9.9329 12.0512
H 9.8451 8.5546 9.2685
H 11.5298 6.6994 10.0005
H 12.7709 6.9662 12.1061
H 12.8101 9.1422 13.3014
H 11.0186 10.8568 12.5700
Br 6.2666 16.1302 11.4441
C 5.8964 16.1692 9.5925
C 5.9331 17.3804 8.9464
C 5.7408 17.4606 7.5455
C 5.4333 16.2925 6.8514
C 5.3514 15.0665 7.5282
C 5.6554 15.0107 8.8698
I 6.1054 13.1429 9.7522
H 6.1693 18.2715 9.5537
H 5.7408 18.4166 7.0916
H 5.2228 16.3369 5.7533
H 5.0284 14.1640 7.0316


Record 3
This record from the OMol25 dataset describes a gas-phase ion, C6H4NO4 (charge -1) at a distorted geometry. The level of theory is ωB97M-V with the def2-TZVPD basis set.

Calculated values
SMILES string: N#C[C@@]1(CCC(=O)[O-])OC1=O
Charge: -1
LUMO energy: 3.40 eV

Element x y z (Å)
N 2.9397 1.8678 -1.3422
C 2.3323 1.2764 -0.5560
C 2.0242 0.0782 0.1792
C 0.8767 0.0402 1.0413
C -0.4844 0.5485 0.4561
C -0.1962 2.0958 0.1431
O -1.1010 2.7736 -0.3078
O 0.9692 2.4225 0.2557
O 2.2838 -1.1639 -0.5405
C 3.1745 -0.8093 0.4046
O 4.2041 -1.1935 0.8926
H 1.0270 0.7073 1.8721
H 0.7800 -0.8538 1.4705
H -1.2731 0.3928 1.2130
H -0.9703 0.0254 -0.4057


Record 4
This record from the OMol25 dataset describes C5H9NO2 in the gas phase at a distorted geometry. The level of theory is ωB97M-V with the def2-TZVPD basis set.

Calculated values
SMILES string: C=CC[C@@H](N)C(=O)O
Charge: 0
LUMO energy: 0.84 eV

Element x y z (Å)
C -2.6497 0.9001 0.6021
C -1.4398 1.1963 1.0425
C -0.2974 0.2468 1.2577
C 0.7279 0.4008 0.0907
N 2.0728 0.4323 0.6332
C 0.5495 -0.6278 -0.9840
O 0.8300 -0.3882 -2.1339
O 0.1060 -1.8390 -0.6169
H -2.9213 -0.1368 0.4511
H -3.3826 1.6736 0.3915
H -1.1858 2.2525 1.1533
H 0.1691 0.5455 2.2025
H -0.6044 -0.7975 1.3351
H 0.5334 1.3683 -0.3337
H 2.8412 0.6731 0.0308
H 2.1644 0.8926 1.5240
H 0.1540 -2.3632 -1.4403


Record 5
This record from the OMol25 dataset describes a molecular structure, C23H13Cl5N4OPd at a distorted geometry. The level of theory is ωB97M-V with the def2-TZVPD basis set.

Calculated values
Charge: 0
LUMO energy (spin up / spin down): -1.91 / -1.91 eV

Element x y z (Å)
Pd 0.7351 0.4305 -0.7543
C -2.4130 0.3348 3.9119
C -2.3809 -0.6607 2.9461
C -1.3033 -0.7559 2.0803
C -0.2468 0.1499 2.1579
C -0.2793 1.1392 3.1385
C -1.3542 1.2259 4.0087
N 0.8186 0.0778 1.2301
C 2.0208 -0.3904 1.5817
C 2.4010 -0.7883 2.8851
C 3.6839 -1.2144 3.1177
C 4.6493 -1.2866 2.0898
C 4.3082 -0.9778 0.8029
C 2.9963 -0.5508 0.5312
N 2.5032 -0.2882 -0.6973
N 3.1553 -0.4934 -1.7829
C 2.4327 -0.1518 -2.8907
C 2.9269 -0.4129 -4.1737
C 2.1456 -0.1204 -5.2674
C 0.8880 0.4540 -5.0869
C 0.4638 0.7141 -3.8021
N 1.2046 0.4224 -2.7364
H -3.2545 0.4157 4.5874
H -3.1946 -1.3703 2.8640
H -1.2625 -1.5510 1.3491
H 0.5382 1.8471 3.2067
H -1.3692 2.0024 4.7630
H 1.6750 -0.7510 3.6843
H 3.9602 -1.5054 4.1230
H 5.6592 -1.5989 2.3166
H 5.0162 -1.0548 -0.0104
H 3.9092 -0.8538 -4.2613
H 2.4978 -0.3373 -6.2670
H 0.2595 0.7096 -5.9268
H -0.4917 1.1803 -3.5960
Cl -6.4951 -0.6031 -0.6217
C -4.8927 0.0098 -0.7611
C -3.8229 -0.8547 -0.9678
Cl -4.1006 -2.5489 -1.0837
C -2.5320 -0.3548 -1.0690
Cl -1.2210 -1.4297 -1.4243
C -2.2254 1.0161 -0.8833
O -1.0337 1.5074 -0.8620
C -3.3475 1.8677 -0.7233
Cl -3.0247 3.5502 -0.5698
C -4.6434 1.3810 -0.6708
Cl -5.9594 2.4696 -0.4859


Record 6
This record from the OMol25 dataset describes C6H7ClS in the gas phase at a distorted geometry. The level of theory is ωB97M-V with the def2-TZVPD basis set.

Calculated values
SMILES string: C=C/C(=C\Cl)C(C)=S
Charge: 0
LUMO energy: -0.74 eV

Element x y z (Å)
C 0.1348 2.6262 -0.6275
C -0.5565 1.5689 -0.1373
C -0.1925 0.0869 -0.0414
C -1.1361 -0.7643 0.0909
Cl -2.8844 -0.6118 0.1348
C 1.3347 -0.1314 0.2242
C 2.1849 0.9822 1.0252
S 2.0529 -1.5694 -0.4221
H -0.2657 3.6221 -0.8239
H 1.1130 2.5345 -1.2612
H -1.6200 1.7919 0.0063
H -0.8758 -1.8512 0.1073
H 1.6080 1.1466 1.8794
H 2.4526 1.6759 0.1982
H 3.1618 0.3799 1.1508


Record 7
This record from the OMol25 dataset describes C4H5ClN2O in the gas phase at a distorted geometry. The level of theory is ωB97M-V with the def2-TZVPD basis set.

Calculated values
SMILES string: [H]/N=C1\C=C(Cl)CON1
Charge: 0
LUMO energy: 0.24 eV

Element x y z (Å)
H -0.5195 2.6240 2.1400
N -1.2232 2.1085 1.6393
C -0.8304 1.1326 0.9090
C 0.4954 0.6249 0.5842
C 0.6428 -0.3736 -0.2827
Cl 2.2236 -1.0966 -0.5085
C -0.4935 -1.1122 -0.9052
O -1.5250 -0.1285 -1.0027
N -1.8568 0.2863 0.3266
H 1.3684 1.1008 1.0493
H -0.8837 -1.9880 -0.3964
H -0.2044 -1.3291 -1.9244
H -2.6886 0.8689 0.2032


Record 8
This record from the OMol25 dataset describes C2H3N3 in the gas phase. The level of theory is ωB97M-V with the def2-TZVPD basis set.

Calculated values
SMILES string: [H]/N=C/N1C=N1
Charge: 0
LUMO energy: 0.74 eV

Element x y z (Å)
H -2.0061 -1.0531 -0.0677
N -1.2009 -0.4722 -0.2996
C -0.4673 -0.2986 0.7214
N 0.6729 0.5773 0.6539
C 0.9434 0.9366 -0.6788
N 1.7634 0.0352 -0.4359
H -0.6336 -0.7068 1.7305
H 0.5541 1.5948 -1.4516


Record 9
This record from the OMol25 dataset describes 5 unconnected molecules or ions with the total composition C37H37N2O4PS at a distorted geometry. The level of theory is ωB97M-V with the def2-TZVPD basis set.

Calculated values
SMILES string: NCCC1=C(P(O)(O)=S)C(=O)C(c2cccnc2)=CC1=O.c1ccccc1.c1ccccc1.c1ccccc1.c1ccccc1
Charge: 0
LUMO energy: -2.26 eV

Element x y z (Å)
N 0.4104 -3.4617 -1.1669
C -0.4902 -2.3394 -1.7146
C -0.8669 -1.2211 -0.5299
C 0.5671 -0.4476 -0.1900
C 0.9745 0.7812 -0.9828
P -0.0554 1.5623 -2.3900
O -1.7153 1.9009 -1.9857
O 0.0913 0.4753 -3.7871
S 0.7011 3.2826 -3.0260
C 2.4629 1.4166 -0.5605
O 2.7098 2.7271 -0.4417
C 3.6279 0.2597 -0.2413
C 5.1666 0.5088 -0.8278
C 6.2117 1.3610 0.1394
C 7.6978 1.5334 -0.6102
C 7.8254 0.8498 -2.0827
N 6.8322 0.1180 -2.9197
C 5.4839 -0.0734 -2.3124
C 3.2239 -0.9606 0.5474
C 1.6110 -1.0164 0.9866
O 1.1760 -1.4633 2.1704
H 1.3899 -3.2782 -1.5328
H 0.5201 -3.3599 -0.1154
H -1.4694 -2.7923 -2.2185
H 0.1203 -1.8453 -2.5896
H -1.6827 -0.5158 -0.9841
H -1.2728 -1.8577 0.3716
H -1.9432 1.6517 -1.0422
H 0.4064 1.0302 -4.5708
H 5.9641 1.7685 1.2074
H 8.6010 2.1032 -0.0767
H 8.9099 0.9571 -2.5756
H 4.6255 -0.6710 -2.8842
H 3.9981 -1.7979 0.8116
C -4.6044 1.2971 -3.2540
C -3.7852 0.4544 -4.0047
C -4.3242 -0.6721 -4.6254
C -5.6829 -0.9588 -4.4917
C -6.5004 -0.1212 -3.7333
C -5.9621 1.0074 -3.1157
H -4.1854 2.1784 -2.7761
H -2.7258 0.6762 -4.1068
H -3.6861 -1.3268 -5.2132
H -6.1037 -1.8349 -4.9773
H -7.5582 -0.3476 -3.6241
H -6.5998 1.6613 -2.5267
C 7.8235 4.8486 -2.0810
C 7.6408 6.0479 -1.3932
C 8.5559 7.0886 -1.5490
C 9.6574 6.9284 -2.3901
C 9.8452 5.7257 -3.0707
C 8.9280 4.6863 -2.9178
H 7.1067 4.0404 -1.9645
H 6.7839 6.1720 -0.7357
H 8.4113 8.0244 -1.0155
H 10.3691 7.7399 -2.5138
H 10.7067 5.5985 -3.7216
H 9.0732 3.7500 -3.4501
C -2.4080 -5.2104 4.2662
C -1.2377 -4.7341 3.6760
C -1.1859 -3.4316 3.1804
C -2.3067 -2.6059 3.2711
C -3.4800 -3.0853 3.8530
C -3.5307 -4.3865 4.3520
H -2.4460 -6.2231 4.6583
H -0.3651 -5.3782 3.6029
H -0.2726 -3.0596 2.7235
H -2.2658 -1.5903 2.8874
H -4.3555 -2.4439 3.9185
H -4.4443 -4.7592 4.8076
C -8.0796 -3.3038 5.4266
C -8.7339 -2.6614 6.4772
C -8.7168 -1.2696 6.5635
C -8.0411 -0.5196 5.6006
C -7.3789 -1.1625 4.5551
C -7.3991 -2.5541 4.4667
H -8.0987 -4.3880 5.3559
H -9.2583 -3.2458 7.2291
H -9.2298 -0.7691 7.3805
H -8.0298 0.5649 5.6661
H -6.8472 -0.5784 3.8079
H -6.8850 -3.0548 3.6506


Record 10
This record from the OMol25 dataset describes C6H8N2 in the gas phase at a distorted geometry. The level of theory is ωB97M-V with the def2-TZVPD basis set.

Calculated values
SMILES string: C1=C[C@H]2CCN2N=C1
Charge: 0
LUMO energy: 0.67 eV

Element x y z (Å)
C -1.6691 0.6499 -1.0466
C -0.9782 -0.5531 -1.0554
C -0.2783 -0.7946 0.2769
C 1.2424 -1.1529 0.0195
C 1.6409 -0.0194 1.0271
N 0.2176 0.3407 0.9928
N -0.3730 1.5555 0.8617
C -1.4007 1.6333 0.0381
H -2.3785 0.9117 -1.9138
H -0.8421 -1.1935 -1.8939
H -0.7252 -1.4127 1.0169
H 1.6627 -0.7975 -0.9652
H 1.7213 -2.1156 0.2689
H 2.1113 -0.3303 1.8841
H 2.1125 0.7222 0.4353
H -2.0635 2.5564 0.0536


Record 11
This record from the OMol25 dataset describes C4H3NO2 in the gas phase at a distorted geometry. The level of theory is ωB97M-V with the def2-TZVPD basis set.

Calculated values
SMILES string: N#CC(C=O)C=O
Charge: 0
LUMO energy: -0.45 eV

Element x y z (Å)
N -0.1638 0.8673 -2.4806
C -0.0499 0.2896 -1.4864
C 0.1521 -0.3490 -0.1867
C 1.0808 0.5905 0.6159
O 2.1426 0.2281 1.0404
C -1.1925 -0.5907 0.5156
O -2.2096 -0.0375 0.1976
H 0.6852 -1.3006 -0.2856
H 0.7110 1.6272 0.7272
H -1.1560 -1.3249 1.3424


Record 12
This record from the OMol25 dataset describes a molecular structure, C2H10EuN3O at a distorted geometry. The level of theory is ωB97M-V with the def2-TZVPD basis set.

Calculated values
Expectation value of S²: 16.0341
Charge: -1
Multiplicity: 8
LUMO energy (spin up / spin down): 3.39 / 3.20 eV

Element x y z (Å)
C 1.5158 -1.9934 -1.3332
Eu 0.2762 -0.4551 -0.4327
N -1.4410 1.2515 0.6347
N 1.8520 1.4884 -0.5787
H -1.2622 1.0623 1.6194
H -0.0309 -1.1796 -2.0518
H 1.2253 -3.0554 -1.6196
H 1.9037 -2.0220 -0.2877
H 2.3245 -1.6113 -2.0463
H 1.9640 1.8872 0.3870
H 1.4976 2.2212 -1.1778
H 2.7550 1.1868 -0.9001
H -1.2442 2.2706 0.4591
H -2.4045 1.0756 0.4313
O -1.1717 -3.0409 2.8641
C -0.5331 -2.2317 2.2658
N 0.1039 -1.4101 1.6414


Number 1: E -4235.991287 a.u.. Number 2: E -4736.632399 a.u.. Number 3: E -586.742484 a.u.. Number 4: E -401.136154 a.u.. Number 5: E -3607.379188 a.u.. Number 6: E -1091.079654 a.u.. Number 7: E -800.280531 a.u.. Number 8: E -242.147978 a.u.. Number 9: E -2581.637480 a.u.. Number 10: E -342.799898 a.u.. Number 11: E -359.409782 a.u.. Number 12: E -1031.916475 a.u..